Record 1
Molecular formula: C16H16AsBr4FeN4O2S
Method: DFT, wB97M-V/def2-TZVPD

Calculated values
energy: -15182.5245 Eh
ΔE to the lowest compared entry with this formula, charge and spin: 64.1 kJ/mol
HOMO-LUMO gap (alpha / beta): 7.17 / 6.18 eV
E_HOMO (alpha / beta): -7.54 / -7.87 eV
⟨S²⟩: 0.7711
multiplicity: 2
largest force on an atom: 2.85 eV Å⁻¹
total charge: 0

XYZ file:
```
45
Properties=species:S:1:pos:R:3:nbo_charge:R:1
Fe 0.30509 0.48116 0.44656 0.707
N -2.01607 1.90505 3.71906 -0.782
C -0.98601 1.65143 2.89396 0.320
S -0.39351 0.03466 2.69731 -0.250
N -0.39168 2.66125 2.30097 -0.417
N 0.53171 2.19750 1.50647 -0.185
C 1.68115 2.73089 1.31549 -0.017
C 2.67435 1.85888 0.74229 0.171
C 4.00511 2.23585 0.55606 -0.224
C 4.92214 1.31988 0.09341 -0.150
C 4.48998 0.03124 -0.19539 -0.259
C 3.16119 -0.27244 -0.00357 0.079
N 2.25792 0.59722 0.45746 -0.439
H -2.50365 1.14269 4.14861 0.408
H -2.40895 2.83032 3.73228 0.405
H 1.89797 3.73972 1.65351 0.200
H 4.28475 3.25619 0.78255 0.226
H 5.96132 1.58380 -0.04953 0.225
H 5.17308 -0.71597 -0.57187 0.228
H 2.78195 -1.26076 -0.22885 0.199
Br -5.81357 1.20164 -2.66056 0.124
C -3.97695 0.93358 -2.36363 -0.144
C -3.09810 0.72984 -3.46984 -0.140
Br -3.78812 0.68605 -5.21843 0.124
C -1.74619 0.56065 -3.26760 -0.179
Br -0.54410 0.26346 -4.68463 0.103
C -1.19490 0.58656 -1.96166 0.289
O 0.03618 0.44810 -1.69858 -0.613
C -2.10046 0.76237 -0.84306 0.359
O -1.57874 0.72224 0.30718 -0.599
C -3.48263 0.93812 -1.08009 -0.192
Br -4.57990 1.16856 0.43004 0.106
C 0.57935 -3.24325 1.48574 -0.948
As -0.02042 -1.89877 0.20622 1.074
C -1.90307 -2.39159 0.12419 -0.950
C 0.54799 -2.76063 -1.45851 -0.961
H 0.31938 -4.23529 1.11961 0.224
H 0.09347 -3.06855 2.44470 0.247
H 1.65755 -3.18139 1.62871 0.230
H -2.00349 -3.47587 0.16749 0.222
H -2.33655 -2.03831 -0.81211 0.231
H -2.45736 -1.94694 0.94972 0.253
H -0.06936 -3.63812 -1.64937 0.223
H 1.59171 -3.07200 -1.40787 0.222
H 0.44046 -2.05901 -2.28442 0.251
```

***

Record 2
Molecular formula: C29H46P2RuTe
Method: DFT, wB97M-V/def2-TZVPD

Calculated values
energy: -2177.3325 Eh
ΔE to the lowest compared entry with this formula, charge and spin: 303.0 kJ/mol
HOMO-LUMO gap (alpha / beta): 5.02 / 4.89 eV
E_HOMO (alpha / beta): -12.10 / -12.81 eV
⟨S²⟩: 6.1509
multiplicity: 5
largest force on an atom: 3.85 eV Å⁻¹
total charge: +2

XYZ file:
```
79
Properties=species:S:1:pos:R:3:lowdin_spin:R:1
Ru -2.59909 -0.56168 -0.75645 1.538
C -1.74003 -0.39166 2.70919 -0.047
C -2.48249 0.63543 2.09598 0.211
C -2.98174 -1.37944 1.05216 -0.010
C -1.99194 -1.60246 2.06352 0.244
C -3.33055 0.05072 1.09290 0.003
C -0.96657 -0.31517 3.97557 -0.019
H -0.67135 0.71263 4.18749 -0.001
H -0.07852 -0.95689 3.95811 -0.003
H -1.56855 -0.65466 4.82897 -0.007
C -1.48141 -2.92482 2.46849 0.046
H -1.08941 -2.84294 3.49761 0.002
H -0.69591 -3.32569 1.80958 0.016
H -2.29274 -3.66507 2.49381 0.009
C -3.69420 -2.42401 0.32933 0.052
H -3.26698 -3.39012 0.59401 0.005
H -3.50086 -2.23853 -0.78982 0.022
H -4.77941 -2.40994 0.45436 -0.001
C -4.49011 0.61541 0.38417 0.012
H -5.39214 0.00146 0.51372 -0.001
H -4.22773 0.66568 -0.70740 0.006
H -4.71630 1.63742 0.70257 0.002
C -2.59101 2.01594 2.59635 0.041
H -3.34370 2.10871 3.38408 0.016
H -2.88158 2.69360 1.79657 0.003
H -1.64349 2.35574 3.01639 0.005
C 2.80915 -1.03895 0.40840 0.002
C 1.92390 -0.78387 1.39971 0.008
C 1.75930 0.62376 1.94674 0.028
C 1.25427 1.67385 0.93670 0.060
C 0.73549 1.15941 -0.34451 0.466
C 1.24974 0.56380 -1.53331 0.053
C 2.69042 0.21624 -1.86627 -0.001
C 3.44207 -0.02910 -0.52696 0.000
H 2.74589 0.96335 2.30414 0.003
H 2.01288 2.47726 0.79275 0.007
H 1.07485 0.60492 2.81029 0.000
H 3.46340 0.95044 -0.03627 0.001
H 3.27001 -2.02665 0.34687 0.000
H 1.33136 -1.58510 1.93056 0.000
H 4.48252 -0.35108 -0.72809 0.000
H 2.74181 -0.70290 -2.48273 0.002
H 0.61583 -0.27442 -1.88649 0.054
H 3.20984 0.98875 -2.47547 -0.001
H 0.41809 2.20421 1.43576 0.005
H -0.37026 1.00917 -0.21919 0.031
P 2.27602 3.23400 -1.19042 0.066
C 4.09617 3.11912 -1.53397 0.018
C 2.15662 4.97839 -0.70587 0.010
P -0.06301 1.94975 -2.44799 0.199
C 1.30499 3.17755 -2.73586 -0.006
C -1.31960 2.99861 -1.66692 0.033
C -0.38961 1.48869 -4.14852 0.060
H 4.40367 2.24558 -2.11999 0.000
H 4.65934 3.07464 -0.58784 0.001
H 4.39417 4.03230 -2.06353 0.003
H 2.65081 5.55659 -1.50481 0.002
H 2.65533 5.16254 0.26301 0.001
H 1.09474 5.25332 -0.61974 0.000
H 0.28111 2.06410 -4.80801 0.006
H -1.43130 1.70423 -4.40224 0.003
H -0.20629 0.41732 -4.28237 0.003
H 1.96118 2.84814 -3.55783 0.000
H 0.92720 4.18884 -2.97724 0.003
H -2.28956 2.84898 -2.15811 0.003
H -1.05318 4.06569 -1.74974 0.005
H -1.47524 2.75018 -0.60867 0.004
Te -1.19185 -2.18019 -2.05426 0.623
C -0.32371 -3.84070 -0.94397 0.054
C -1.11767 -4.84179 -0.36796 0.016
C -0.49773 -5.91343 0.30431 0.001
C 0.90451 -5.96833 0.38172 0.004
C 1.68299 -5.01095 -0.27265 0.000
C 1.07289 -3.94651 -0.94371 0.015
H -2.20506 -4.78188 -0.44888 0.003
H -1.12132 -6.68503 0.76286 0.000
H 1.38145 -6.76796 0.95379 0.000
H 2.77198 -5.08649 -0.26162 0.000
H 1.64723 -3.18806 -1.46686 0.006
```

***

Record 3
Molecular formula: C5H12N2O
Method: DFT, wB97M-V/def2-TZVPD

Calculated values
energy: -382.2938 Eh
ΔE to the lowest compared entry with this formula, charge and spin: 548.0 kJ/mol
HOMO-LUMO gap: 8.09 eV
E_HOMO: -7.15 eV
largest force on an atom: 6.04 eV Å⁻¹
total charge: 0

XYZ file:
```
20
Properties=species:S:1:pos:R:3:nbo_charge:R:1
C 0.63949 -0.44098 0.15840 0.253
C -1.54709 -0.39780 -1.06800 0.263
C -1.20773 0.66047 -2.07119 -0.683
N -0.60779 -0.33152 0.63919 -0.674
N 1.07221 -1.71999 -0.10901 -0.832
C 1.33076 0.26632 2.03022 -0.298
C 1.99139 1.41469 1.94253 -0.492
O -2.84456 -0.24605 -0.62186 -0.715
H -2.96376 -0.87214 0.10701 0.486
H -0.80275 0.63367 0.88578 0.373
H 1.09894 0.31770 -0.47858 0.162
H -1.33292 -1.41924 -1.38318 0.164
H 2.06661 -1.81621 -0.25201 0.387
H 0.65784 -2.41682 0.49584 0.384
H 1.15286 -0.21795 2.98953 0.178
H -0.21820 0.49383 -2.50075 0.222
H -1.92731 0.66646 -2.90133 0.241
H -1.24320 1.65642 -1.61610 0.223
H 2.13851 1.91282 0.98030 0.170
H 2.54670 1.85633 2.77320 0.185
```

***

Record 4
Molecular formula: C3H11NO2
Method: DFT, wB97M-V/def2-TZVPD

Calculated values
energy: -326.0797 Eh
ΔE to the lowest compared entry with this formula, charge and spin: 136.0 kJ/mol
SMILES: CCNCO.O
HOMO-LUMO gap: 10.17 eV
E_HOMO: -9.35 eV
largest force on an atom: 2.52 eV Å⁻¹
total charge: 0

XYZ file:
```
17
Properties=species:S:1:pos:R:3:nbo_charge:R:1
C -0.70755 -0.05448 -1.02692 -0.230
N -0.40721 0.23802 0.40781 -0.655
C -0.47921 -0.95043 1.24478 0.074
O -1.82335 -1.20003 1.74890 -0.735
C 0.13951 0.87350 -1.89920 -0.651
H -1.73768 -0.02814 -1.32849 0.187
H -0.42744 -1.10469 -1.19205 0.190
H -1.03392 0.97112 0.72885 0.369
H 0.31942 -0.94138 1.98720 0.147
H -0.52819 -1.91978 0.72490 0.193
H -2.03104 -0.54637 2.42908 0.457
H 0.88338 0.27374 -2.42429 0.209
H 0.80728 1.59957 -1.32483 0.225
H -0.26916 1.64143 -2.56458 0.219
H 2.60567 0.40644 0.04458 0.472
H 2.02007 0.11539 1.46335 0.468
O 2.66944 0.62610 0.98090 -0.941
```

***

Record 5
Molecular formula: C26H31N6O7Zr
Method: DFT, wB97M-V/def2-TZVPD

Calculated values
energy: -1911.6555 Eh
ΔE to the lowest compared entry with this formula, charge and spin: 44.3 kJ/mol
HOMO-LUMO gap: 8.21 eV
E_HOMO: -11.24 eV
largest force on an atom: 0.85 eV Å⁻¹
total charge: +1

XYZ file:
```
71
Properties=species:S:1:pos:R:3:lowdin_charge:R:1
Zr -0.25563 0.15669 -0.33872 1.959
O -1.43032 -1.46910 -0.54800 -0.269
C -2.67336 -1.92816 -0.60885 -0.312
C -2.92912 -3.25268 -0.96059 -0.003
C -4.23963 -3.68468 -1.04913 -0.041
C -5.30924 -2.83099 -0.77212 -0.066
C -5.05228 -1.53936 -0.37312 -0.018
C -3.73275 -1.06905 -0.28696 -0.134
C -3.48769 0.20451 0.33150 -0.045
N -2.35578 0.79465 0.51099 -0.051
C -2.38244 1.94768 1.42937 -0.167
C -1.08176 1.90480 2.21216 -0.168
N -0.05396 1.91569 1.17423 -0.078
C 0.65649 2.96181 0.99651 -0.057
C 1.38933 3.24915 -0.22274 -0.153
C 2.41661 4.20108 -0.21091 -0.029
C 3.02533 4.59293 -1.38349 -0.070
C 2.56484 4.07609 -2.59340 -0.045
C 1.52419 3.16568 -2.63615 -0.005
C 0.94182 2.72267 -1.44960 -0.318
O -0.05002 1.81938 -1.47975 -0.268
H -2.10044 -3.91370 -1.17519 0.123
H -4.43604 -4.71003 -1.33515 0.116
H -6.32644 -3.18775 -0.84491 0.111
H -5.86846 -0.87802 -0.10713 0.121
H -4.37407 0.67599 0.76119 0.140
H -3.24327 1.88320 2.09554 0.126
H -2.44316 2.87469 0.85415 0.132
H -1.01589 0.97658 2.78068 0.117
H -0.98681 2.76660 2.87651 0.128
H 0.66068 3.73432 1.77017 0.147
H 2.72883 4.63171 0.73366 0.120
H 3.83049 5.31344 -1.36817 0.110
H 3.01871 4.40035 -3.52099 0.116
H 1.15084 2.79294 -3.57985 0.107
O 3.16839 -0.15848 1.45544 0.205
C 2.38953 -0.72359 0.57481 -0.471
O 1.89489 -0.03663 -0.35371 -0.101
C 2.51054 -2.22951 0.52892 -0.095
O 1.31070 -2.87439 0.21966 -0.108
C 0.50008 -3.15534 1.35497 -0.075
C -0.15477 -1.91271 1.94068 -0.562
O -1.12519 -1.94020 2.64431 0.122
O 0.46670 -0.79543 1.54561 -0.194
H 3.15388 0.80255 1.31440 0.156
H 2.94250 -2.57614 1.47088 0.152
H 3.22050 -2.43484 -0.27840 0.160
H 1.09160 -3.64368 2.13771 0.146
H -0.28007 -3.84214 1.03580 0.140
C 1.49080 -0.60918 -3.19294 -0.172
N 1.73201 -1.02367 -4.55982 -0.076
C 0.91632 -0.19936 -5.45502 -0.153
N -0.51184 -0.32194 -5.15293 -0.078
C -0.73099 0.10215 -3.78434 -0.164
N 0.05053 -0.71459 -2.80649 -0.134
C -0.35245 -2.13771 -3.01630 -0.171
N -0.11282 -2.58176 -4.37795 -0.076
C 1.30554 -2.41955 -4.69711 -0.155
C -0.89028 -1.73155 -5.28152 -0.155
H 1.80464 0.42684 -3.05269 0.116
H 2.06899 -1.24114 -2.51866 0.117
H 1.09192 -0.51047 -6.48498 0.132
H 1.21496 0.84587 -5.35145 0.125
H -1.79142 -0.00349 -3.53719 0.138
H -0.44792 1.14368 -3.66250 0.102
H -1.41511 -2.22532 -2.80741 0.104
H 0.20226 -2.75822 -2.31060 0.128
H 1.48155 -2.74935 -5.72121 0.131
H 1.89834 -3.04041 -4.02259 0.131
H -1.95139 -1.83994 -5.04953 0.132
H -0.72217 -2.05159 -6.31012 0.131
```

***

Record 6
Molecular formula: C8H8Cl2MnN2O3Yb
Method: DFT, wB97M-V/def2-TZVPD

Calculated values
energy: -3873.2340 Eh
HOMO-LUMO gap (alpha / beta): 8.41 / 5.37 eV
E_HOMO (alpha / beta): -23.11 / -22.84 eV
⟨S²⟩: 8.7938
multiplicity: 6
largest force on an atom: 8.57 eV Å⁻¹
total charge: +4

XYZ file:
```
25
Properties=species:S:1:pos:R:3:nbo_charge:R:1
Mn -3.49124 -4.65973 -3.66238 1.204
Yb -0.74987 -1.52941 0.11726 2.116
Cl -2.31040 -3.44411 -2.11008 -0.652
Cl -2.63634 -0.29496 -0.81167 -0.474
C 1.12976 0.38074 0.04065 0.420
C -4.01871 -6.33957 -4.40845 0.457
C -3.43196 -3.98840 -5.41552 0.473
O 1.77571 1.32318 0.10220 -0.274
O -4.43748 -6.97771 -5.29443 -0.204
O -3.62363 -3.80519 -6.53328 -0.206
C -2.09211 1.92179 4.59492 -0.701
C -1.25009 0.96748 3.82399 0.382
C -0.29203 0.01348 4.20239 0.038
C 0.14399 -0.63361 3.02197 0.247
N -0.58938 -0.17040 1.96803 -0.432
N -1.37488 0.84276 2.48791 -0.305
C 1.08984 -1.77707 2.80753 -0.703
H -2.81961 1.36186 5.19813 0.334
H -1.51281 2.54296 5.29239 0.333
H -2.66337 2.59101 3.94820 0.289
H 0.05773 -0.21098 5.20743 0.312
H -1.91198 1.44100 1.86288 0.485
H 2.02539 -1.67484 3.39181 0.349
H 0.61996 -2.73014 3.14092 0.304
H 1.41087 -1.90216 1.73941 0.207
```

***

Question: Which value of energy does entry 1 give?
Answer: -15182.5245 Eh

***

Please write out number 1 again, unchanged.
Molecular formula: C16H16AsBr4FeN4O2S
Method: DFT, wB97M-V/def2-TZVPD

Calculated values
energy: -15182.5245 Eh
ΔE to the lowest compared entry with this formula, charge and spin: 64.1 kJ/mol
HOMO-LUMO gap (alpha / beta): 7.17 / 6.18 eV
E_HOMO (alpha / beta): -7.54 / -7.87 eV
⟨S²⟩: 0.7711
multiplicity: 2
largest force on an atom: 2.85 eV Å⁻¹
total charge: 0

XYZ file:
```
45
Properties=species:S:1:pos:R:3:nbo_charge:R:1
Fe 0.30509 0.48116 0.44656 0.707
N -2.01607 1.90505 3.71906 -0.782
C -0.98601 1.65143 2.89396 0.320
S -0.39351 0.03466 2.69731 -0.250
N -0.39168 2.66125 2.30097 -0.417
N 0.53171 2.19750 1.50647 -0.185
C 1.68115 2.73089 1.31549 -0.017
C 2.67435 1.85888 0.74229 0.171
C 4.00511 2.23585 0.55606 -0.224
C 4.92214 1.31988 0.09341 -0.150
C 4.48998 0.03124 -0.19539 -0.259
C 3.16119 -0.27244 -0.00357 0.079
N 2.25792 0.59722 0.45746 -0.439
H -2.50365 1.14269 4.14861 0.408
H -2.40895 2.83032 3.73228 0.405
H 1.89797 3.73972 1.65351 0.200
H 4.28475 3.25619 0.78255 0.226
H 5.96132 1.58380 -0.04953 0.225
H 5.17308 -0.71597 -0.57187 0.228
H 2.78195 -1.26076 -0.22885 0.199
Br -5.81357 1.20164 -2.66056 0.124
C -3.97695 0.93358 -2.36363 -0.144
C -3.09810 0.72984 -3.46984 -0.140
Br -3.78812 0.68605 -5.21843 0.124
C -1.74619 0.56065 -3.26760 -0.179
Br -0.54410 0.26346 -4.68463 0.103
C -1.19490 0.58656 -1.96166 0.289
O 0.03618 0.44810 -1.69858 -0.613
C -2.10046 0.76237 -0.84306 0.359
O -1.57874 0.72224 0.30718 -0.599
C -3.48263 0.93812 -1.08009 -0.192
Br -4.57990 1.16856 0.43004 0.106
C 0.57935 -3.24325 1.48574 -0.948
As -0.02042 -1.89877 0.20622 1.074
C -1.90307 -2.39159 0.12419 -0.950
C 0.54799 -2.76063 -1.45851 -0.961
H 0.31938 -4.23529 1.11961 0.224
H 0.09347 -3.06855 2.44470 0.247
H 1.65755 -3.18139 1.62871 0.230
H -2.00349 -3.47587 0.16749 0.222
H -2.33655 -2.03831 -0.81211 0.231
H -2.45736 -1.94694 0.94972 0.253
H -0.06936 -3.63812 -1.64937 0.223
H 1.59171 -3.07200 -1.40787 0.222
H 0.44046 -2.05901 -2.28442 0.251
```

***

Question: Which formula does entry 1 have?
Answer: C16H16AsBr4FeN4O2S

***

Question: Look up the energy of the first one.
Answer: -15182.5245 Eh